The following is a quantum chemistry calculation of a structure of composition C18H19Br56FNO3PS in a non-equilibrium geometry, from OMol25.

Computed properties:
E_HOMO in eV: -9.230

The geometry in XYZ format:
```
100
C18H19Br56FNO3PS (wB97M-V/def2-TZVPD)
Br 6.146 -0.272 -6.328
Br 1.064 -4.409 -6.646
Br 5.751 -0.879 -11.313
Br -5.526 5.630 3.624
Br 6.155 1.777 -9.577
Br -1.494 -1.064 -13.902
Br -5.990 -2.264 1.257
Br 3.484 0.768 12.769
Br 1.583 0.797 1.215
Br -2.418 -0.020 -6.916
Br 5.309 0.521 15.381
Br -1.086 12.580 4.522
Br -2.999 -1.374 0.475
Br -0.228 -3.383 -3.211
Br 5.611 -2.756 -3.906
Br 6.592 -3.762 7.310
Br 6.426 2.021 12.786
Br 3.917 -2.291 -7.401
Br -3.543 2.366 -3.048
Br 3.263 1.040 -10.710
Br -0.841 -1.590 3.446
Br -4.602 -0.553 -14.464
Br -3.685 -3.051 -12.692
Br -2.569 6.611 2.891
Br 8.635 -6.175 6.832
Br -4.728 -8.227 -6.908
Br 3.179 -4.610 -2.964
Br 1.682 -1.003 5.324
Br -5.037 -5.934 -9.114
Br -5.476 4.876 -2.593
Br 5.013 0.489 9.227
Br -3.492 -3.198 3.037
Br -3.114 -8.431 -9.663
Br -3.085 4.963 5.583
Br -6.999 7.351 7.688
Br -2.042 -3.895 -7.180
Br -0.300 -0.133 -9.309
Br 3.054 0.346 -5.812
Br -4.881 9.429 6.493
Br -0.158 -2.092 -0.287
Br 7.048 -5.946 9.600
Br -1.121 -6.411 -5.433
Br -3.416 -0.541 -9.906
Br 2.821 1.627 7.192
Br 1.635 -0.851 -2.626
Br 0.839 3.616 4.355
Br -5.262 2.595 -0.361
Br 4.741 -2.810 -0.824
Br 0.634 -4.297 9.409
Br -3.114 10.335 3.485
Br 2.352 -1.188 8.658
Br -7.968 9.660 5.695
Br 1.852 -3.274 3.070
Br 3.371 -4.495 7.747
Br -4.242 13.007 4.833
Br 1.765 -7.153 8.513
S -1.202 1.724 0.753
P -0.146 1.762 3.490
F -2.165 3.048 0.839
O -1.787 1.920 3.740
O -0.724 1.652 -0.598
O -1.978 0.480 0.989
N 0.174 1.887 1.749
C 7.846 -4.982 8.129
C -0.010 -1.764 -2.183
C -4.336 3.561 -1.754
C 3.136 0.573 8.786
C -2.103 0.328 -8.788
C 4.871 -3.817 -2.470
C -3.635 5.251 3.754
C 5.284 0.613 13.453
C 5.169 0.937 -11.009
C -2.830 12.224 3.772
C 4.346 -0.451 -7.003
C 0.710 -2.340 4.320
C 1.633 -5.278 8.072
C -4.119 -2.751 1.270
C -3.861 -7.249 -8.329
C -3.229 -1.876 -14.154
C -0.669 -5.221 -6.890
C -6.527 8.469 6.185
H 5.381 1.495 -11.914
H -6.357 7.811 5.341
H -3.168 -2.487 -15.047
H -3.525 4.100 -1.281
H 5.561 -4.632 -2.288
H -2.862 12.701 2.800
H 5.684 -0.323 13.084
H 1.075 -5.208 7.146
H -0.825 -1.102 -2.455
H -0.612 -5.826 -7.788
H -4.022 -3.644 0.663
H 4.297 0.097 -7.938
H -1.914 1.612 4.658
H 2.640 1.082 9.604
H -3.034 -6.709 -7.884
H -2.213 1.395 -8.938
H 0.350 -3.075 5.031
H 8.650 -4.382 8.540
H -3.460 4.323 3.220
```



The following is a quantum chemistry calculation of a cluster of 2 separate species, C18H19BrN2O3 in total in a non-equilibrium geometry, from OMol25.

Computed properties:
Relative energy (zero: lowest compared OMol25 entry of this formula, charge and spin) in eV: 15.925
E_HOMO in eV: -8.702

The geometry in XYZ format:
```
43
C18H19BrN2O3 (wB97M-V/def2-TZVPD)
Br 1.301 -7.014 3.797
O -2.772 4.346 -3.099
O -0.371 -0.311 2.275
O -1.305 5.085 -0.596
N -0.251 2.959 -1.093
N 1.268 -1.579 1.043
C 0.424 -3.050 2.947
C -0.129 1.810 -1.768
C 2.062 -3.621 1.220
C -2.314 3.542 -2.209
C 2.022 -4.912 1.771
C -3.208 2.460 -2.593
C 0.454 1.907 1.039
C -3.577 3.919 -4.004
C 1.303 -5.203 2.944
C 0.462 3.186 0.084
C 0.622 -4.220 3.403
C 1.229 -2.750 1.993
C -0.364 0.505 -0.879
C 0.488 -0.507 1.345
C -4.103 2.708 -3.442
C 2.951 -3.427 0.173
C -1.344 3.880 -1.133
C 0.555 0.573 0.384
H 3.635 -2.527 0.475
H 3.457 -4.473 0.134
H -0.423 -4.471 4.477
H 1.672 -1.503 0.289
H -4.907 2.065 -3.774
H 1.533 3.278 -0.287
H 1.787 0.694 0.127
H 0.392 4.120 0.492
H -0.206 -2.317 3.056
H 2.497 -3.295 -0.682
H 0.884 1.719 -2.184
H -0.637 1.769 -2.484
H -1.306 0.591 -0.337
H -3.118 1.417 -2.105
H -0.461 2.093 1.588
H 2.675 -5.900 1.620
H 1.334 2.305 1.914
H -0.069 -0.390 -1.164
H -4.141 4.537 -4.759
```



The following is a quantum chemistry calculation of a structure of composition C18H19BrN3O3Pd in a non-equilibrium geometry, from OMol25.

Computed properties:
Relative energy (zero: lowest compared OMol25 entry of this formula, charge and spin) in eV: 1.173
Expectation value of S²: 6.13
E_HOMO (alpha / beta) in eV: -16.582 / -17.598
Net charge: +3
2S+1: 5

The geometry in XYZ format:
```
45
C18H19BrN3O3Pd (wB97M-V/def2-TZVPD)
Pd 1.689 -0.764 1.492
Br -0.895 -2.767 2.088
O 1.918 0.982 0.556
O 0.707 3.365 -0.655
O 2.437 -2.203 2.737
N 0.435 0.253 -1.002
N 3.861 -3.910 3.328
N -0.040 -0.579 -0.159
C -4.331 0.225 0.328
C -4.367 -1.230 0.643
C 2.187 1.875 -1.710
C -1.331 -1.025 -0.146
C -5.636 -1.886 0.546
C 3.715 2.851 -3.358
C 3.599 -2.765 2.692
C 4.711 -2.040 1.988
C 1.858 0.675 -0.804
C -3.259 -2.101 0.866
C 3.107 1.774 -2.686
C 3.181 4.113 -3.198
C -6.717 0.246 0.245
C 1.688 3.216 -1.525
C 2.181 4.275 -2.298
C -5.499 0.947 0.333
C -1.910 -1.831 0.852
C -6.813 -1.154 0.337
H -5.523 2.023 0.282
H 3.645 4.937 -3.726
H 0.369 4.257 -0.436
H -1.783 -0.517 -0.956
H 4.535 2.696 -4.048
H -3.452 0.840 0.440
H -3.477 -3.049 1.451
H 1.712 5.261 -2.169
H 4.741 -4.365 3.323
H 4.509 -1.929 0.916
H 3.485 0.748 -2.815
H -7.771 -1.628 0.217
H 3.096 -4.452 3.790
H -0.181 0.604 -1.741
H -7.615 0.826 -0.010
H 2.511 -0.191 -1.127
H -5.738 -2.966 0.611
H 5.663 -2.585 2.060
H 4.797 -1.051 2.448
```



The following is a quantum chemistry calculation of an isolated molecule of C18H19ClF4N4O2S2 in a non-equilibrium geometry, from OMol25.

Computed properties:
E_HOMO in eV: -8.614
SMILES: CN(C)[C@H]1CC=C(C(F)(F)F)C[C@@H]1Nc1cc(F)c(S(=O)(=O)Nc2nccs2)cc1Cl

The geometry in XYZ format:
```
50
C18H19ClF4N4O2S2 (wB97M-V/def2-TZVPD)
Cl 2.052 0.455 2.340
S 1.012 3.802 -2.276
S -0.185 5.132 0.683
F -2.822 3.458 0.552
F -2.428 -2.932 -3.228
F -1.447 -0.902 -3.237
F -0.445 -2.734 -4.146
O -1.024 5.972 1.546
O 1.174 5.606 0.505
N 1.097 -3.310 2.215
N -0.879 5.356 -0.768
N -0.509 -0.894 1.708
N -0.659 5.760 -2.829
C -0.531 -2.418 -1.774
C -0.688 -1.346 -0.686
C -0.082 5.376 -4.027
C -0.528 0.523 1.493
C -0.469 3.362 1.049
C -1.165 -2.271 -3.146
C 0.160 -3.606 -1.525
C -1.717 2.649 0.878
C 0.658 2.635 1.611
C 2.310 -4.087 2.474
C -0.221 5.011 -1.885
C -0.111 -3.786 3.015
C 0.846 -3.913 -0.183
C 0.786 -2.828 0.875
C -0.481 -1.957 0.740
C 0.600 1.219 1.820
C -1.698 1.260 1.130
C 0.867 4.334 -3.884
H 0.337 -4.941 0.009
H 0.014 -1.158 2.539
H 0.185 -3.955 4.014
H 2.112 -5.025 1.810
H 1.374 3.870 -4.624
H -1.031 6.333 -0.942
H -0.730 -2.927 3.060
H -1.330 -2.658 0.851
H -2.648 0.833 0.977
H 0.283 -4.309 -2.286
H -0.296 5.891 -5.006
H 1.876 -4.155 -0.407
H -0.533 -4.628 2.498
H -1.687 -0.959 -0.829
H 0.006 -0.556 -0.929
H 1.470 3.315 1.991
H 1.575 -2.181 0.568
H 2.467 -4.331 3.556
H 3.084 -3.383 2.112
```



The following is a quantum chemistry calculation of a structure of composition C18H19ClN2O4 in a non-equilibrium geometry, from OMol25.

Computed properties:
Relative energy (zero: lowest compared OMol25 entry of this formula, charge and spin) in eV: 16.453
E_HOMO in eV: -8.089

The geometry in XYZ format:
```
44
C18H19ClN2O4 (wB97M-V/def2-TZVPD)
Cl -4.460 -1.997 6.504
O -1.523 0.823 -4.611
O 0.174 -0.983 0.619
O 2.427 -0.074 -4.057
O 0.844 -0.510 4.210
N -0.823 1.869 1.291
N 0.128 0.863 2.144
C -0.553 1.006 -2.309
C -0.439 -0.730 4.641
C 1.227 -0.855 2.839
C 1.814 0.332 -3.076
C 0.363 0.642 -3.228
C -0.931 1.941 0.052
C -3.111 -1.507 5.780
C -0.093 0.369 -4.471
C 4.049 -0.338 -3.876
C 1.374 1.304 -0.834
C 0.056 1.428 -1.033
C -2.553 -1.903 4.596
C 2.324 0.544 -1.789
C -2.029 0.692 -5.958
C -0.573 -0.788 5.987
C -1.964 -0.868 6.649
C -1.496 -1.443 3.857
C 0.427 -0.216 1.736
H 4.267 -0.717 -4.792
H 1.897 1.463 0.174
H -1.378 1.373 -2.459
H -0.162 -0.510 -4.788
H -2.124 -0.548 7.634
H -3.356 -2.425 3.985
H -1.375 -1.782 2.925
H 3.330 0.365 -1.584
H 2.353 -0.777 2.914
H 0.130 1.045 2.996
H 4.554 0.441 -3.705
H -1.564 2.788 -0.251
H -0.087 -0.055 6.462
H -1.568 1.185 -6.887
H -1.913 -0.193 -6.325
H 0.919 -2.102 2.742
H 3.804 -1.248 -3.178
H 0.654 1.062 -5.431
H -3.043 1.034 -6.095
```



The following is a quantum chemistry calculation of an isolated molecule of C18H19ClN2O6 in a non-equilibrium geometry, from OMol25.

Computed properties:
Relative energy (zero: lowest compared OMol25 entry of this formula, charge and spin) in eV: 0.000
E_HOMO in eV: -9.467
SMILES: O=C(NC[C@]1(O)CO[C@H](CNC(=O)c2ccccc2Cl)[C@H]1O)c1ccoc1

The geometry in XYZ format:
```
46
C18H19ClN2O6 (wB97M-V/def2-TZVPD)
Cl -2.105 -0.757 0.439
O 0.232 3.974 -0.552
O -0.055 -1.720 2.553
O -3.878 4.887 -1.166
O 1.264 -0.671 -0.986
O 2.509 2.611 -0.281
O 4.184 0.807 0.248
N 1.842 -2.282 1.558
N -0.484 2.229 0.632
C -0.441 -3.016 0.633
C 2.835 0.300 0.471
C 1.831 1.387 0.032
C -3.344 2.998 -0.062
C 2.646 -2.237 0.358
C -0.726 3.374 -0.085
C 0.817 1.690 1.134
C -2.565 -3.228 -0.625
C -4.359 3.763 -0.531
C -1.042 -5.065 -0.582
C -2.275 -4.526 -0.949
C -2.106 3.670 -0.461
C -1.676 -2.460 0.162
C 2.524 -0.927 -0.391
C -2.473 4.767 -1.192
C 0.438 -2.294 1.574
C 1.225 0.760 -1.210
C -0.165 -4.328 0.229
H 0.791 -4.778 0.509
H 2.648 0.104 1.526
H 1.865 1.023 -2.092
H -1.314 1.717 0.916
H 1.237 2.349 1.854
H -1.796 5.517 -1.614
H -3.543 -2.840 -0.868
H -3.435 2.087 0.529
H 3.270 -0.929 -1.174
H 0.206 1.136 -1.446
H 3.668 -2.406 0.677
H 3.999 1.685 -0.166
H 2.297 -3.051 -0.265
H -5.414 3.542 -0.440
H -0.752 -6.063 -0.896
H 0.579 0.729 1.624
H -2.994 -5.109 -1.557
H 1.847 3.353 -0.425
H 2.192 -1.772 2.361
```